1:
Density functional theory data (ωB97M-V/def2-TZVPD) for a single C4H6BrNO molecule.

Calculated values
Kohn-Sham gap = 10.2 eV
molar mass = 164.0 g mol⁻¹
E_HOMO = -10.0 eV

Element x y z (Å)
C  0.62  -0.06  1.59
C  0.04  -0.09  0.29
C  -0.90  -1.20  -0.11
N  0.27  1.01  -0.32
C  0.12  1.58  -1.59
O  -0.52  2.51  -2.00
Br  1.35  0.72  -2.83
H  0.47  -0.91  2.12
H  0.15  0.81  2.14
H  1.77  0.13  1.41
H  -0.67  -1.36  -1.23
H  -0.73  -2.19  0.40
H  -1.98  -0.95  0.12

Löwdin population analysis, charges in e, atoms 1 to 4:
1 C -0.047
2 C -0.434
3 C -0.018
4 N 0.089

2:
Density functional theory data (ωB97M-V/def2-TZVPD) for a single C4H6BrNO molecule.

Calculated values
Kohn-Sham gap (alpha / beta) = 7.9 / 7.9 eV
molar mass = 164.0 g mol⁻¹
E_HOMO (alpha / beta) = -7.3 / -7.3 eV

Element x y z (Å)
C  -1.06  1.02  -0.21
C  -1.73  -0.14  0.17
C  1.22  -0.53  -1.18
C  0.99  -0.35  1.23
N  1.03  0.08  -0.02
O  0.31  1.21  -0.21
Br  -3.54  -0.34  0.03
H  -1.46  2.06  -0.25
H  0.98  0.05  -2.09
H  2.01  -1.26  -1.29
H  1.49  -1.24  1.49
H  0.94  0.44  1.93
H  -1.20  -0.99  0.38

Löwdin population analysis, charges in e, atoms 1 to 4:
1 C -0.182
2 C -0.645
3 C 0.022
4 C 0.007

Quick one: most stable of them? 1

1:
Density functional theory data (ωB97M-V/def2-TZVPD) for a molecular structure, C46H48Cl4Ge2N6O4PtS.

Calculated values
2S+1 = 5
Kohn-Sham gap (alpha / beta) = 8.1 / 5.5 eV
molar mass = 1263.1 g mol⁻¹
E_HOMO (alpha / beta) = -7.7 / -7.9 eV

Element x y z (Å)
Pt  -0.41  -0.02  -0.56
C  -2.93  -0.72  2.47
C  -1.57  -1.38  2.69
Ge  -0.06  -0.36  1.97
C  1.63  -1.19  2.47
C  1.78  -1.19  4.00
C  -0.30  1.39  2.78
C  -0.96  2.40  2.21
Ge  -1.11  2.37  0.23
C  -2.93  2.36  -0.48
C  -3.89  3.49  -0.12
C  0.12  3.73  -0.47
C  0.41  4.98  0.35
C  -1.50  3.54  3.00
C  -1.93  4.71  2.36
C  -2.45  5.78  3.07
C  -2.56  5.71  4.45
C  -2.16  4.56  5.10
C  -1.64  3.49  4.39
H  -3.72  -1.28  2.97
H  -3.17  -0.70  1.41
H  -2.95  0.30  2.85
H  -1.55  -2.39  2.29
H  -1.34  -1.46  3.76
H  2.45  -0.65  2.01
H  1.66  -2.22  2.09
H  1.76  -0.18  4.41
H  2.74  -1.63  4.29
H  0.99  -1.77  4.48
H  -0.10  1.40  3.85
H  -3.35  1.40  -0.19
H  -2.78  2.32  -1.57
H  -4.08  3.55  0.95
H  -4.86  3.32  -0.61
H  -3.53  4.46  -0.45
H  -0.22  3.98  -1.48
H  1.05  3.18  -0.60
H  -0.41  5.69  0.34
H  1.28  5.49  -0.08
H  0.64  4.75  1.39
H  -1.85  4.78  1.28
H  -2.76  6.67  2.54
H  -2.96  6.55  5.01
H  -2.26  4.48  6.18
H  -1.37  2.59  4.93
N  -2.38  -4.99  -6.02
C  -2.13  -4.61  -4.72
C  -0.96  -5.02  -4.07
C  -0.72  -4.68  -2.76
C  -1.64  -3.90  -2.07
C  -2.82  -3.50  -2.69
C  -3.07  -3.86  -4.00
S  -1.38  -3.47  -0.38
O  -0.83  -4.61  0.29
O  -2.61  -2.88  0.08
N  -0.29  -2.25  -0.35
C  1.03  -2.39  -0.64
N  1.64  -1.19  -0.55
C  2.91  -1.08  -0.89
C  3.63  -2.19  -1.28
C  2.94  -3.39  -1.31
N  1.65  -3.51  -1.01
H  -1.60  -5.28  -6.58
H  -3.08  -4.46  -6.53
H  -0.24  -5.63  -4.61
H  0.17  -5.02  -2.25
H  -3.55  -2.93  -2.13
H  -3.99  -3.57  -4.48
H  3.35  -0.09  -0.84
H  4.68  -2.13  -1.55
H  3.44  -4.31  -1.61
Cl  0.29  -1.33  -3.70
C  -1.29  -0.87  -4.19
C  -1.65  -1.03  -5.51
C  -2.94  -0.73  -5.93
C  -3.90  -0.31  -5.01
C  -3.56  -0.14  -3.69
Cl  -4.77  0.29  -2.55
C  -2.22  -0.36  -3.23
N  -1.90  -0.11  -1.98
H  -0.91  -1.41  -6.21
H  -3.21  -0.85  -6.97
H  -4.92  -0.11  -5.32
Cl  6.14  3.22  -3.11
C  5.99  3.00  -1.39
C  7.14  3.00  -0.63
C  7.07  2.73  0.73
C  5.84  2.47  1.32
C  4.70  2.52  0.54
Cl  3.16  2.26  1.32
C  4.72  2.78  -0.84
N  3.56  2.78  -1.59
C  3.13  3.88  -2.36
C  3.56  5.17  -2.07
C  3.11  6.25  -2.80
C  2.20  6.06  -3.83
C  1.76  4.77  -4.12
C  2.23  3.67  -3.41
C  1.77  2.28  -3.75
C  0.63  1.86  -2.82
O  -0.53  2.14  -3.09
O  1.02  1.25  -1.74
H  8.09  3.18  -1.11
H  7.97  2.72  1.33
H  5.75  2.27  2.37
H  2.82  2.15  -1.30
H  4.25  5.32  -1.25
H  3.45  7.25  -2.56
H  1.83  6.90  -4.41
H  1.05  4.61  -4.92
H  2.61  1.59  -3.65
H  1.38  2.23  -4.76

Löwdin population analysis, charges in e, atoms 1 to 4:
1 Pt 0.989
2 C -0.167
3 C -0.348
4 Ge 0.870

2:
Density functional theory data (ωB97M-V/def2-TZVPD) for a molecular structure, C46H48Cl4Ge2N6O4PtS.

Calculated values
2S+1 = 5
Kohn-Sham gap (alpha / beta) = 7.2 / 3.7 eV
molar mass = 1263.1 g mol⁻¹
E_HOMO (alpha / beta) = -7.1 / -7.1 eV

Element x y z (Å)
Pt  -0.34  -0.73  -0.10
C  -2.01  1.82  4.07
C  -2.22  0.77  2.99
Ge  -0.92  1.02  1.44
C  0.72  2.10  1.92
C  0.46  3.58  2.11
C  -1.96  2.30  0.31
C  -1.92  2.34  -1.01
Ge  -0.45  1.01  -1.81
C  1.17  2.15  -2.23
C  1.08  2.80  -3.61
C  -3.99  -0.35  -1.43
C  -5.19  0.02  -2.20
C  -2.71  3.16  -1.91
C  -2.66  2.96  -3.29
C  -3.44  3.69  -4.15
C  -4.30  4.66  -3.66
C  -4.35  4.89  -2.29
C  -3.57  4.15  -1.43
H  -2.67  1.65  4.91
H  -2.20  2.81  3.68
H  -0.98  1.79  4.44
H  -3.23  0.83  2.60
H  -2.09  -0.23  3.42
H  1.41  1.95  1.09
H  1.19  1.67  2.80
H  0.00  4.00  1.22
H  1.39  4.11  2.30
H  -0.21  3.76  2.95
H  -2.63  2.97  0.85
H  2.07  1.52  -2.17
H  1.27  2.92  -1.46
H  0.93  2.04  -4.37
H  1.99  3.35  -3.83
H  0.23  3.48  -3.65
H  -3.60  0.32  -0.68
H  -2.26  -1.27  -2.20
H  -5.64  0.92  -1.80
H  -5.93  -0.79  -2.17
H  -4.94  0.17  -3.25
H  -1.99  2.20  -3.67
H  -3.39  3.50  -5.22
H  -4.92  5.24  -4.33
H  -5.02  5.65  -1.90
H  -3.63  4.35  -0.37
N  5.01  -1.51  -6.84
C  3.91  -1.72  -6.07
C  3.31  -0.68  -5.35
C  2.25  -0.93  -4.49
C  1.77  -2.23  -4.36
C  2.34  -3.27  -5.09
C  3.38  -3.01  -5.95
S  0.53  -2.67  -3.18
O  -0.85  -2.17  -3.69
O  0.41  -4.08  -3.10
N  0.73  -1.89  -1.81
C  1.94  -1.78  -1.28
N  2.02  -0.95  -0.22
C  3.17  -0.84  0.41
C  4.30  -1.52  -0.04
C  4.14  -2.29  -1.18
N  2.98  -2.43  -1.80
H  5.25  -0.56  -7.10
H  5.27  -2.23  -7.49
H  3.70  0.32  -5.45
H  1.80  -0.13  -3.94
H  1.94  -4.26  -4.95
H  3.83  -3.82  -6.51
H  3.19  -0.20  1.28
H  5.25  -1.44  0.46
H  4.96  -2.83  -1.62
Cl  -2.56  -2.24  -0.11
C  -3.20  -1.54  -1.73
C  -3.83  -2.62  -2.54
C  -3.88  -2.65  -3.89
C  -3.43  -1.70  -4.85
C  -2.43  -0.77  -4.72
Cl  -2.49  0.63  -5.77
C  -1.30  -0.80  -3.88
N  -0.63  0.18  -3.39
H  -4.32  -3.40  -1.98
H  -4.45  -3.46  -4.33
H  -4.02  -1.65  -5.76
Cl  -1.36  0.12  7.30
C  0.14  0.91  6.97
C  0.45  2.09  7.61
C  1.65  2.72  7.31
C  2.51  2.19  6.36
C  2.18  1.00  5.74
Cl  3.21  0.35  4.51
C  1.01  0.31  6.06
N  0.65  -0.90  5.45
C  1.47  -2.01  5.50
C  2.41  -2.16  6.53
C  3.20  -3.29  6.60
C  3.06  -4.29  5.66
C  2.11  -4.17  4.66
C  1.28  -3.06  4.58
C  0.15  -3.05  3.60
C  0.21  -1.97  2.50
O  0.05  -2.39  1.34
O  0.36  -0.78  2.82
H  -0.23  2.52  8.32
H  1.91  3.64  7.81
H  3.43  2.70  6.11
H  0.21  -0.76  4.54
H  2.51  -1.38  7.26
H  3.91  -3.39  7.41
H  3.68  -5.18  5.71
H  1.97  -4.97  3.95
H  -0.79  -2.86  4.13
H  0.09  -4.02  3.10

Löwdin population analysis, charges in e, atoms 1 to 4:
1 Pt 0.761
2 C -0.180
3 C -0.327
4 Ge 0.788

Quick one: most stable of them? 1

1:
Density functional theory data (ωB97M-V/def2-TZVPD) for a single C4H14N3 molecule.

Calculated values
2S+1 = 2
Kohn-Sham gap (alpha / beta) = 4.2 / 10.0 eV
molar mass = 104.2 g mol⁻¹
E_HOMO (alpha / beta) = -3.3 / -9.1 eV

Element x y z (Å)
N  -1.16  -2.58  0.14
C  -1.85  -1.25  0.10
C  -0.89  -0.14  -0.47
N  0.38  -0.35  0.17
C  1.58  0.39  -0.34
C  1.74  1.73  0.44
N  0.64  2.58  -0.04
H  -0.42  -2.55  0.86
H  -0.80  -2.79  -0.82
H  -1.84  -3.34  0.36
H  -2.24  -0.91  1.06
H  -2.79  -1.28  -0.47
H  -1.42  0.78  -0.19
H  -0.89  -0.31  -1.55
H  0.35  -0.17  1.17
H  2.40  -0.31  -0.20
H  1.40  0.63  -1.40
H  2.75  2.13  0.36
H  1.60  1.43  1.47
H  0.66  3.51  0.37
H  0.81  2.79  -1.02

Löwdin population analysis, charges in e, atoms 1 to 4:
1 N 0.003
2 C -0.293
3 C -0.253
4 N -0.099

2:
Density functional theory data (ωB97M-V/def2-TZVPD) for 2 unconnected molecules or ions with the total composition C4H14N3.

Calculated values
2S+1 = 2
Kohn-Sham gap (alpha / beta) = 4.8 / 9.7 eV
molar mass = 104.2 g mol⁻¹
E_HOMO (alpha / beta) = -3.7 / -8.7 eV

Element x y z (Å)
C  -1.50  -1.67  -1.57
C  -1.96  -0.51  -2.45
H  -2.41  -2.22  -1.32
H  -0.78  -2.33  -1.98
H  -1.06  -1.30  -0.65
H  -1.79  0.46  -2.02
H  -3.02  -0.52  -2.70
H  -1.48  -0.47  -3.44
C  0.25  2.23  1.20
C  1.46  0.05  1.16
N  0.65  1.01  0.54
N  2.24  0.39  2.25
N  1.29  -1.26  0.74
H  0.25  0.82  -0.35
H  2.43  1.35  2.48
H  2.56  -0.26  2.94
H  0.38  -1.52  0.40
H  2.01  -1.94  0.61
H  1.12  2.80  1.53
H  -0.34  2.07  2.11
H  -0.32  2.82  0.52

Löwdin population analysis, charges in e, atoms 1 to 4:
1 C -0.150
2 C -0.161
3 H 0.067
4 H 0.060

Quick one: most stable of them? 2

1:
Density functional theory data (ωB97M-V/def2-TZVPD) for a gas-phase ion, C2H9N2S (charge +1).

Calculated values
Kohn-Sham gap = 10.3 eV
net charge = +1
molar mass = 93.2 g mol⁻¹
E_HOMO = -13.7 eV

Element x y z (Å)
N  -0.17  1.36  0.26
C  -0.78  0.27  -0.51
S  -2.23  -0.38  0.27
C  0.37  -0.93  -0.57
N  0.96  -0.87  0.74
H  -1.04  1.87  0.76
H  0.30  2.13  -0.30
H  -1.02  0.62  -1.52
H  -1.80  -0.38  1.53
H  1.05  -0.77  -1.41
H  -0.14  -1.85  -0.78
H  2.00  -0.67  0.87
H  0.66  -1.51  1.41
H  0.60  0.04  1.01

Löwdin population analysis, charges in e, atoms 1 to 4:
1 N -0.063
2 C -0.720
3 S 0.840
4 C -0.146

2:
Density functional theory data (ωB97M-V/def2-TZVPD) for a molecular structure, C2H9N2S.

Calculated values
Kohn-Sham gap = 10.8 eV
net charge = +1
molar mass = 93.2 g mol⁻¹
E_HOMO = -14.4 eV

Element x y z (Å)
C  0.62  -0.41  1.52
C  0.41  -0.13  0.08
N  -0.34  -0.95  -0.64
N  0.98  0.92  -0.47
S  -0.77  -0.69  -2.31
H  0.11  0.34  2.12
H  1.68  -0.36  1.76
H  0.24  -1.39  1.80
H  -1.71  1.79  -0.02
H  -0.83  -1.70  -0.16
H  -0.50  -1.94  -2.70
H  1.58  1.53  0.06
H  0.87  1.11  -1.46
H  -2.35  1.88  0.42

Löwdin population analysis, charges in e, atoms 1 to 4:
1 C 0.031
2 C -0.472
3 N -0.284
4 N 0.204

Quick one: most stable of them? 2

1:
Density functional theory data (ωB97M-V/def2-TZVPD) for 9 unconnected molecules or ions with the total composition C4H26N2O10.

Calculated values
Kohn-Sham gap = 9.3 eV
molar mass = 262.3 g mol⁻¹
E_HOMO = -9.0 eV

Element x y z (Å)
C  -2.53  1.50  0.93
C  -1.45  0.67  0.21
N  -0.29  0.43  1.08
C  1.01  0.71  0.52
O  1.88  1.29  1.48
C  -2.00  -0.71  -0.17
N  -1.62  -1.21  -1.36
O  -2.62  -1.33  0.68
H  -3.31  0.83  1.30
H  -2.15  1.99  1.82
H  -2.97  2.24  0.26
H  -1.16  1.26  -0.66
H  -0.35  -0.47  1.54
H  1.51  -0.20  0.14
H  0.96  1.30  -0.39
H  1.72  2.24  1.50
H  -0.89  -0.75  -1.89
H  -1.73  -2.17  -1.66
O  0.47  -2.63  1.72
H  1.16  -2.73  2.38
H  -0.42  -2.87  2.05
O  3.07  1.16  -2.43
H  4.00  1.05  -2.25
H  2.88  2.02  -2.04
O  1.93  -2.87  -1.00
H  1.45  -2.72  -0.17
H  2.84  -2.83  -0.66
O  -1.19  0.71  4.26
H  -1.87  1.12  3.71
H  -0.45  0.90  3.66
O  -1.60  -2.27  3.35
H  -1.34  -1.41  3.71
H  -2.40  -2.00  2.87
O  0.10  0.93  -2.95
H  -0.84  0.84  -3.14
H  0.46  0.02  -3.01
O  1.17  3.31  -1.92
H  1.25  3.09  -2.85
H  0.42  3.92  -1.86
O  1.35  -1.47  -3.18
H  1.50  -2.07  -2.41
H  2.04  -0.79  -3.15

Löwdin population analysis, charges in e, atoms 1 to 4:
1 C -0.034
2 C -0.288
3 N 0.023
4 C -0.297

2:
Density functional theory data (ωB97M-V/def2-TZVPD) for 9 unconnected molecules or ions with the total composition C4H26N2O10.

Calculated values
Kohn-Sham gap = 9.9 eV
molar mass = 262.3 g mol⁻¹
E_HOMO = -9.6 eV

Element x y z (Å)
C  0.90  1.06  0.29
C  1.31  1.42  1.72
N  2.75  1.48  1.92
C  0.75  0.42  2.76
N  -0.63  0.05  2.46
C  -1.05  -1.16  2.09
O  -2.13  -1.45  1.61
O  -0.14  -2.16  2.37
H  1.48  1.67  -0.40
H  -0.16  1.23  0.09
H  1.12  0.02  0.02
H  0.89  2.40  1.93
H  3.11  2.38  1.61
H  3.24  0.76  1.40
H  0.76  0.90  3.74
H  1.39  -0.46  2.84
H  -1.23  0.86  2.28
H  -0.58  -3.01  2.36
O  2.01  -0.48  -2.84
H  1.55  -1.25  -2.41
H  2.69  -0.86  -3.43
O  -2.09  2.33  1.83
H  -2.95  2.46  2.20
H  -2.20  2.40  0.85
O  -2.26  0.51  -2.43
H  -1.49  0.60  -3.04
H  -2.09  -0.29  -1.88
O  -2.50  2.65  -0.83
H  -2.46  1.85  -1.42
H  -2.06  3.37  -1.32
O  2.07  -2.58  0.71
H  2.69  -1.85  0.80
H  1.36  -2.40  1.37
O  -1.78  -1.92  -1.06
H  -2.47  -2.53  -1.40
H  -1.96  -1.77  -0.10
O  0.79  -2.62  -1.72
H  1.25  -2.70  -0.85
H  -0.13  -2.38  -1.45
O  -0.15  0.66  -4.14
H  0.65  0.32  -3.65
H  -0.26  0.06  -4.88

Löwdin population analysis, charges in e, atoms 1 to 4:
1 C -0.044
2 C -0.422
3 N 0.034
4 C -0.128

Quick one: most stable of them? 2

1:
Density functional theory data (ωB97M-V/def2-TZVPD) for 2 unconnected molecules or ions with the total composition C5H12NO.

Calculated values
2S+1 = 3
Kohn-Sham gap (alpha / beta) = 5.3 / 8.8 eV
net charge = +1
molar mass = 102.2 g mol⁻¹
E_HOMO (alpha / beta) = -8.6 / -14.4 eV

Element x y z (Å)
C  -1.37  -0.69  0.03
C  -1.75  0.50  0.85
C  -1.54  -0.74  -1.43
C  -2.51  1.52  1.04
C  2.90  -0.77  0.11
N  2.27  0.54  0.15
O  -0.43  0.29  0.65
H  -1.55  -1.75  0.48
H  -1.54  0.33  -1.74
H  -2.54  -1.17  -1.61
H  -0.90  -1.29  -2.12
H  -3.62  1.37  0.97
H  2.49  1.14  0.93
H  -2.40  2.46  1.55
H  2.51  -1.41  -0.78
H  4.00  -0.78  0.22
H  2.43  -1.24  1.08
H  1.18  0.46  0.27
H  2.38  1.24  -0.66

Löwdin population analysis, charges in e, atoms 1 to 4:
1 C -0.225
2 C -0.305
3 C -0.059
4 C 0.089

2:
Density functional theory data (ωB97M-V/def2-TZVPD) for a gas-phase ion, C5H12NO (charge +1).

Calculated values
2S+1 = 3
Kohn-Sham gap (alpha / beta) = 10.4 / 8.1 eV
net charge = +1
molar mass = 102.2 g mol⁻¹
E_HOMO (alpha / beta) = -13.7 / -15.8 eV

Element x y z (Å)
C  -0.73  2.07  -0.10
C  -1.13  -1.70  0.15
C  2.88  -0.72  0.05
C  -1.59  0.84  0.20
C  -0.95  -0.36  -0.48
N  0.69  -0.13  0.26
O  1.57  -0.47  -0.49
H  -0.72  2.30  -1.24
H  0.27  2.03  0.46
H  -1.01  2.96  0.44
H  -2.06  -1.54  0.79
H  -1.18  -2.48  -0.64
H  -0.14  -1.83  0.78
H  3.60  -0.08  -0.40
H  2.66  -0.44  1.12
H  2.99  -1.82  -0.29
H  -2.49  1.01  -0.24
H  -1.74  0.64  1.24
H  -0.92  -0.28  -1.61

Löwdin population analysis, charges in e, atoms 1 to 4:
1 C -0.094
2 C -0.045
3 C 0.072
4 C -0.219

Quick one: most stable of them? 2